Record 1
# C32H46Cl2O2P4Pd

A molecular structure, C32H46Cl2O2P4Pd (wB97M-V/def2-TZVPD, the OMol25 dataset).

Calculated values
Spin multiplicity: 5
Max |F|: 6.6 eV Å⁻¹
HOMO-LUMO gap (alpha / beta): 6.65 / 5.56 eV
HOMO level (alpha / beta): -0.4288 / -0.4960 hartree
Net charge: +2
LUMO energy (alpha / beta): -5.0 / -7.9 eV
E: -3810.38456 hartree

Element x y z (Å)
P 1.3935 1.1075 -2.2672
C 3.1173 1.2419 -2.2680
C 3.7020 0.6982 -3.4267
H 3.0979 0.0774 -4.0835
C 5.0187 1.0199 -3.7050
H 5.4680 0.6251 -4.6172
C 5.7438 1.8379 -2.8290
H 6.7788 2.0888 -3.0736
C 5.1636 2.3311 -1.6481
H 5.7459 2.9631 -0.9741
C 3.8470 2.0236 -1.3378
H 3.3682 2.3729 -0.4259
C 0.7359 -0.3637 -2.9562
C 1.3280 -1.6316 -2.7373
H 2.2219 -1.7190 -2.1201
C 0.7639 -2.7428 -3.3484
H 1.2054 -3.7296 -3.1802
C -0.3428 -2.5984 -4.1921
H -0.7711 -3.4731 -4.6856
C -0.9004 -1.3383 -4.4248
H -1.7444 -1.2147 -5.1074
C -0.3871 -0.2165 -3.7982
H -0.7919 0.7800 -3.9796
C 0.4112 2.5434 -2.3210
C 0.6860 3.2024 -3.5353
H 1.4503 2.7908 -4.1916
C -0.0392 4.3366 -3.8545
H 0.1627 4.8258 -4.8062
C -1.0012 4.8269 -2.9620
H -1.5667 5.7190 -3.2393
C -1.2287 4.1944 -1.7318
H -1.9731 4.6013 -1.0402
C -0.5176 3.0522 -1.3812
H -0.6354 2.5880 -0.3992
Pd 0.3373 -0.4130 2.2243
C -1.6193 -1.3829 1.7928
C -2.1267 -1.5540 0.6467
H -2.1162 -1.7135 2.7784
C -1.4100 -0.8985 -0.5713
O -2.2183 0.2018 -1.0570
H -1.6414 0.8878 -1.4520
C -0.1593 -0.3863 -0.0719
H -1.1178 -1.6080 -1.3673
C 0.7533 0.1984 0.6689
Cl -0.2845 -1.2005 4.4151
Cl 2.6617 0.2485 2.9296
P 1.5529 -2.4044 2.2530
C 2.3980 -2.8269 3.8095
H 1.6376 -2.9558 4.5879
H 3.0421 -1.9838 4.0829
H 2.9868 -3.7410 3.6648
C 0.5134 -3.8604 1.9341
H 0.0232 -3.7621 0.9592
H -0.2518 -3.9256 2.7145
H 1.1439 -4.7598 1.9452
C 2.8126 -2.5084 0.9531
H 3.4390 -1.6127 1.0078
H 2.3315 -2.5684 -0.0301
H 3.4177 -3.4078 1.1264
P -3.7542 -2.3034 0.1725
C -4.2763 -3.3164 1.5299
C -3.4332 -3.2475 -1.3145
H -4.3256 -2.7225 2.4497
H -3.5854 -4.1561 1.6703
H -5.2726 -3.7008 1.2805
H -3.0580 -2.6011 -2.1182
H -4.3758 -3.7094 -1.6261
H -2.6937 -4.0316 -1.1051
C -4.8666 -0.9490 -0.1583
H -5.0266 -0.3752 0.7626
H -5.8169 -1.3622 -0.5112
H -4.4154 -0.2938 -0.9129
H 1.7198 0.9293 0.9749
C 0.5663 2.1156 4.8829
P -0.8203 2.3971 3.7746
C -2.2726 1.7673 4.6274
C -0.9933 4.1812 3.6040
O -0.6813 1.8312 2.3800
H 0.4643 1.1061 5.3037
H 0.5525 2.8780 5.6722
H 1.5014 2.1487 4.3116
H -2.4723 2.3908 5.5074
H -3.1285 1.8011 3.9426
H -2.0771 0.7296 4.9276
H -0.1172 4.5620 3.0656
H -1.8962 4.3956 3.0205
H -1.0614 4.6519 4.5895

Record 2
# C24H45Cl2CrN3O2Si4Te

A molecular structure, C24H45Cl2CrN3O2Si4Te (wB97M-V/def2-TZVPD, the OMol25 dataset).

Calculated values
Spin multiplicity: 2
Max |F|: 1.0 eV Å⁻¹
HOMO-LUMO gap (alpha / beta): 5.30 / 5.26 eV
HOMO level (alpha / beta): -0.3608 / -0.3528 hartree
Net charge: +1
LUMO energy (alpha / beta): -4.5 / -4.3 eV
E: -4646.90456 hartree

Element x y z (Å)
Cr -0.2914 -2.2175 0.6686
Cl 1.3916 -1.8286 -1.1561
C 2.4999 -4.2318 1.1195
Cl 1.1372 -3.5962 1.8881
H 3.1966 -4.7297 1.7700
H 2.4727 -4.3350 0.0487
C -2.8183 -3.2274 -0.7313
C -3.6094 -4.3957 -1.3678
N -2.9476 -5.6665 -1.1065
C -2.8069 -5.8334 0.3328
C -1.8950 -4.7280 0.9182
N -1.5455 -3.7337 -0.1404
C -0.8036 -4.4429 -1.2212
C -1.6295 -5.6544 -1.7235
H -3.3831 -2.7473 0.0691
H -2.5612 -2.4705 -1.4705
H -3.6917 -4.2619 -2.4468
H -4.6208 -4.4404 -0.9635
H -2.3869 -6.8194 0.5343
H -3.7998 -5.8005 0.7817
H -0.9666 -5.1521 1.2984
H -2.3742 -4.1818 1.7323
H 0.1610 -4.7598 -0.8191
H -0.6206 -3.7203 -2.0170
H -1.1274 -6.5930 -1.4869
H -1.7508 -5.6084 -2.8057
O -2.3588 0.2425 -1.7977
C -2.4417 0.0870 -0.6055
N -1.6106 -0.7176 0.1726
C -2.0932 -0.7587 1.4228
O -1.5511 -1.5593 2.2224
C -3.2463 0.1507 1.5923
C -4.0280 0.4944 2.6751
C -5.0558 1.4066 2.4455
C -5.2803 1.9357 1.1782
C -4.4862 1.5747 0.0900
C -3.4678 0.6795 0.3258
H -3.8503 0.0784 3.6569
H -5.6935 1.7097 3.2643
H -6.0897 2.6390 1.0380
H -4.6573 1.9799 -0.8980
C 0.6595 1.2734 -3.2752
Si 2.2412 1.8781 -2.4909
C 2.5533 3.6662 -2.9601
C 3.7005 0.8021 -2.9611
Si 2.0516 1.9405 -0.1292
Te 1.9491 -0.4701 0.7480
Si 4.0720 2.4664 0.9967
C 5.4597 1.3281 0.4562
C 3.7581 2.2751 2.8405
C 4.5292 4.2412 0.6029
Si 0.2115 3.0914 0.8185
C -1.1662 3.2521 -0.4406
C 0.8147 4.8025 1.2944
C -0.3444 2.1723 2.3574
H 0.7661 1.3080 -4.3627
H -0.1949 1.8948 -3.0087
H 0.4144 0.2501 -2.9940
H 2.6996 3.7428 -4.0398
H 3.4419 4.0718 -2.4758
H 1.7043 4.2999 -2.6988
H 3.7459 0.7001 -4.0477
H 3.6243 -0.1999 -2.5383
H 4.6428 1.2377 -2.6291
H 5.1842 0.2738 0.4946
H 6.3213 1.4695 1.1129
H 5.7811 1.5570 -0.5603
H 3.3793 1.2857 3.1099
H 3.0400 3.0151 3.1972
H 4.6872 2.4236 3.3947
H 4.7759 4.3626 -0.4524
H 5.4115 4.5276 1.1801
H 3.7318 4.9412 0.8478
H -0.9049 4.0047 -1.1874
H -2.0972 3.5676 0.0361
H -1.3544 2.3205 -0.9721
H 1.2316 5.3383 0.4404
H 1.5745 4.7634 2.0754
H -0.0209 5.3931 1.6767
H -0.6617 1.1505 2.1400
H -1.1883 2.6913 2.8181
H 0.4567 2.1237 3.0977

Please write out number 1 again, unchanged.
# C32H46Cl2O2P4Pd

A molecular structure, C32H46Cl2O2P4Pd (wB97M-V/def2-TZVPD, the OMol25 dataset).

Calculated values
Spin multiplicity: 5
Max |F|: 6.6 eV Å⁻¹
HOMO-LUMO gap (alpha / beta): 6.65 / 5.56 eV
HOMO level (alpha / beta): -0.4288 / -0.4960 hartree
Net charge: +2
LUMO energy (alpha / beta): -5.0 / -7.9 eV
E: -3810.38456 hartree

Element x y z (Å)
P 1.3935 1.1075 -2.2672
C 3.1173 1.2419 -2.2680
C 3.7020 0.6982 -3.4267
H 3.0979 0.0774 -4.0835
C 5.0187 1.0199 -3.7050
H 5.4680 0.6251 -4.6172
C 5.7438 1.8379 -2.8290
H 6.7788 2.0888 -3.0736
C 5.1636 2.3311 -1.6481
H 5.7459 2.9631 -0.9741
C 3.8470 2.0236 -1.3378
H 3.3682 2.3729 -0.4259
C 0.7359 -0.3637 -2.9562
C 1.3280 -1.6316 -2.7373
H 2.2219 -1.7190 -2.1201
C 0.7639 -2.7428 -3.3484
H 1.2054 -3.7296 -3.1802
C -0.3428 -2.5984 -4.1921
H -0.7711 -3.4731 -4.6856
C -0.9004 -1.3383 -4.4248
H -1.7444 -1.2147 -5.1074
C -0.3871 -0.2165 -3.7982
H -0.7919 0.7800 -3.9796
C 0.4112 2.5434 -2.3210
C 0.6860 3.2024 -3.5353
H 1.4503 2.7908 -4.1916
C -0.0392 4.3366 -3.8545
H 0.1627 4.8258 -4.8062
C -1.0012 4.8269 -2.9620
H -1.5667 5.7190 -3.2393
C -1.2287 4.1944 -1.7318
H -1.9731 4.6013 -1.0402
C -0.5176 3.0522 -1.3812
H -0.6354 2.5880 -0.3992
Pd 0.3373 -0.4130 2.2243
C -1.6193 -1.3829 1.7928
C -2.1267 -1.5540 0.6467
H -2.1162 -1.7135 2.7784
C -1.4100 -0.8985 -0.5713
O -2.2183 0.2018 -1.0570
H -1.6414 0.8878 -1.4520
C -0.1593 -0.3863 -0.0719
H -1.1178 -1.6080 -1.3673
C 0.7533 0.1984 0.6689
Cl -0.2845 -1.2005 4.4151
Cl 2.6617 0.2485 2.9296
P 1.5529 -2.4044 2.2530
C 2.3980 -2.8269 3.8095
H 1.6376 -2.9558 4.5879
H 3.0421 -1.9838 4.0829
H 2.9868 -3.7410 3.6648
C 0.5134 -3.8604 1.9341
H 0.0232 -3.7621 0.9592
H -0.2518 -3.9256 2.7145
H 1.1439 -4.7598 1.9452
C 2.8126 -2.5084 0.9531
H 3.4390 -1.6127 1.0078
H 2.3315 -2.5684 -0.0301
H 3.4177 -3.4078 1.1264
P -3.7542 -2.3034 0.1725
C -4.2763 -3.3164 1.5299
C -3.4332 -3.2475 -1.3145
H -4.3256 -2.7225 2.4497
H -3.5854 -4.1561 1.6703
H -5.2726 -3.7008 1.2805
H -3.0580 -2.6011 -2.1182
H -4.3758 -3.7094 -1.6261
H -2.6937 -4.0316 -1.1051
C -4.8666 -0.9490 -0.1583
H -5.0266 -0.3752 0.7626
H -5.8169 -1.3622 -0.5112
H -4.4154 -0.2938 -0.9129
H 1.7198 0.9293 0.9749
C 0.5663 2.1156 4.8829
P -0.8203 2.3971 3.7746
C -2.2726 1.7673 4.6274
C -0.9933 4.1812 3.6040
O -0.6813 1.8312 2.3800
H 0.4643 1.1061 5.3037
H 0.5525 2.8780 5.6722
H 1.5014 2.1487 4.3116
H -2.4723 2.3908 5.5074
H -3.1285 1.8011 3.9426
H -2.0771 0.7296 4.9276
H -0.1172 4.5620 3.0656
H -1.8962 4.3956 3.0205
H -1.0614 4.6519 4.5895

Q: Which of these has the highest E?
A: C32H46Cl2O2P4Pd

Repeat the first record exactly.
# C32H46Cl2O2P4Pd

A molecular structure, C32H46Cl2O2P4Pd (wB97M-V/def2-TZVPD, the OMol25 dataset).

Calculated values
Spin multiplicity: 5
Max |F|: 6.6 eV Å⁻¹
HOMO-LUMO gap (alpha / beta): 6.65 / 5.56 eV
HOMO level (alpha / beta): -0.4288 / -0.4960 hartree
Net charge: +2
LUMO energy (alpha / beta): -5.0 / -7.9 eV
E: -3810.38456 hartree

Element x y z (Å)
P 1.3935 1.1075 -2.2672
C 3.1173 1.2419 -2.2680
C 3.7020 0.6982 -3.4267
H 3.0979 0.0774 -4.0835
C 5.0187 1.0199 -3.7050
H 5.4680 0.6251 -4.6172
C 5.7438 1.8379 -2.8290
H 6.7788 2.0888 -3.0736
C 5.1636 2.3311 -1.6481
H 5.7459 2.9631 -0.9741
C 3.8470 2.0236 -1.3378
H 3.3682 2.3729 -0.4259
C 0.7359 -0.3637 -2.9562
C 1.3280 -1.6316 -2.7373
H 2.2219 -1.7190 -2.1201
C 0.7639 -2.7428 -3.3484
H 1.2054 -3.7296 -3.1802
C -0.3428 -2.5984 -4.1921
H -0.7711 -3.4731 -4.6856
C -0.9004 -1.3383 -4.4248
H -1.7444 -1.2147 -5.1074
C -0.3871 -0.2165 -3.7982
H -0.7919 0.7800 -3.9796
C 0.4112 2.5434 -2.3210
C 0.6860 3.2024 -3.5353
H 1.4503 2.7908 -4.1916
C -0.0392 4.3366 -3.8545
H 0.1627 4.8258 -4.8062
C -1.0012 4.8269 -2.9620
H -1.5667 5.7190 -3.2393
C -1.2287 4.1944 -1.7318
H -1.9731 4.6013 -1.0402
C -0.5176 3.0522 -1.3812
H -0.6354 2.5880 -0.3992
Pd 0.3373 -0.4130 2.2243
C -1.6193 -1.3829 1.7928
C -2.1267 -1.5540 0.6467
H -2.1162 -1.7135 2.7784
C -1.4100 -0.8985 -0.5713
O -2.2183 0.2018 -1.0570
H -1.6414 0.8878 -1.4520
C -0.1593 -0.3863 -0.0719
H -1.1178 -1.6080 -1.3673
C 0.7533 0.1984 0.6689
Cl -0.2845 -1.2005 4.4151
Cl 2.6617 0.2485 2.9296
P 1.5529 -2.4044 2.2530
C 2.3980 -2.8269 3.8095
H 1.6376 -2.9558 4.5879
H 3.0421 -1.9838 4.0829
H 2.9868 -3.7410 3.6648
C 0.5134 -3.8604 1.9341
H 0.0232 -3.7621 0.9592
H -0.2518 -3.9256 2.7145
H 1.1439 -4.7598 1.9452
C 2.8126 -2.5084 0.9531
H 3.4390 -1.6127 1.0078
H 2.3315 -2.5684 -0.0301
H 3.4177 -3.4078 1.1264
P -3.7542 -2.3034 0.1725
C -4.2763 -3.3164 1.5299
C -3.4332 -3.2475 -1.3145
H -4.3256 -2.7225 2.4497
H -3.5854 -4.1561 1.6703
H -5.2726 -3.7008 1.2805
H -3.0580 -2.6011 -2.1182
H -4.3758 -3.7094 -1.6261
H -2.6937 -4.0316 -1.1051
C -4.8666 -0.9490 -0.1583
H -5.0266 -0.3752 0.7626
H -5.8169 -1.3622 -0.5112
H -4.4154 -0.2938 -0.9129
H 1.7198 0.9293 0.9749
C 0.5663 2.1156 4.8829
P -0.8203 2.3971 3.7746
C -2.2726 1.7673 4.6274
C -0.9933 4.1812 3.6040
O -0.6813 1.8312 2.3800
H 0.4643 1.1061 5.3037
H 0.5525 2.8780 5.6722
H 1.5014 2.1487 4.3116
H -2.4723 2.3908 5.5074
H -3.1285 1.8011 3.9426
H -2.0771 0.7296 4.9276
H -0.1172 4.5620 3.0656
H -1.8962 4.3956 3.0205
H -1.0614 4.6519 4.5895

Q: E of number 1 (C32H46Cl2O2P4Pd)?
A: -3810.38456 hartree